Below is a 2-piece molecular cluster, C7H16O2 overall at a distorted geometry, with properties calculated with wB97M-V/def2-TZVPD.

Structure (XYZ):
```
25
Properties=species:S:1:pos:R:3
H 1.861 -2.187 0.472
H -3.454 -2.831 -0.387
C -1.460 1.308 -0.656
O 3.372 0.304 -0.901
H -1.249 3.735 -0.355
H -2.388 2.948 0.758
O 2.801 0.160 1.361
H -3.697 -0.536 -1.003
C -1.346 2.746 0.242
H 4.021 1.139 -0.640
H -3.035 0.762 0.528
H -4.460 -1.797 0.801
H -0.222 1.000 -0.854
C -3.265 -2.011 0.395
H -2.530 -2.368 1.128
C 2.864 -0.250 0.200
C -2.712 -0.877 -0.457
H -1.342 0.012 1.033
H -0.520 2.627 1.068
H 3.345 -2.243 -0.495
C -2.080 0.299 0.250
H 1.769 -1.516 -1.262
H -2.048 1.456 -1.592
H -1.967 -1.323 -1.140
C 2.421 -1.645 -0.262
```

Computed properties:
- Structure (SMILES): CC(=O)O.CCCCC
- Total charge: 0
- HOMO level: -10.35 eV

Below is a 2-piece molecular cluster, C7H16O2 overall at a distorted geometry, with properties calculated with wB97M-V/def2-TZVPD.

Structure (XYZ):
```
25
Properties=species:S:1:pos:R:3
O -0.648 1.024 -2.717
H 1.156 -0.252 -1.356
C 0.187 -2.240 -1.357
C -1.341 2.311 -0.550
C 1.073 -1.121 -0.694
H -1.466 0.467 -3.249
H 0.328 -2.361 -2.490
H 1.324 0.999 0.904
C 0.296 -0.811 0.709
H -0.279 2.621 -0.290
H -0.694 -0.541 0.533
H 1.480 1.005 3.426
H -0.770 -1.784 -1.230
H 2.088 -1.401 -0.535
C 1.205 0.179 1.389
H 0.759 -0.598 3.387
H -1.554 2.000 0.569
H 0.192 -1.687 1.206
O -2.581 0.463 -1.527
C 0.851 0.361 2.873
C -1.595 1.218 -1.568
H -0.147 0.701 3.245
H 2.104 -0.484 1.148
H 0.025 -3.300 -1.028
H -1.996 3.230 -0.798
```

Computed properties:
- Structure (SMILES): CC(=O)O.CCCCC
- Total charge: 0
- HOMO level: -10.46 eV

Below is an isolated ion of composition C7H16OPS2 and charge +1 at a distorted geometry, with properties calculated with wB97M-V/def2-TZVPD.

Structure (XYZ):
```
27
Properties=species:S:1:pos:R:3
C 0.282 -0.194 1.850
S 3.561 1.616 0.267
H -3.541 0.092 -0.550
C -0.262 1.427 -0.109
H 0.396 -1.218 2.137
H -2.112 2.412 -0.469
C -0.290 -1.113 -0.492
C -1.830 1.390 -0.063
H -0.642 0.025 2.168
P 2.089 -0.232 -0.230
H 3.095 -2.378 -0.889
H -2.228 -1.890 -0.807
H 0.007 -1.052 -1.497
H 0.193 2.085 0.648
C 0.253 -0.033 0.337
H 2.783 0.137 -2.212
H 2.674 1.912 1.187
H -2.114 -1.380 0.807
H 0.995 0.479 2.280
S 3.256 -1.917 0.299
C -2.460 0.168 -0.690
C -1.814 -1.129 -0.255
O 2.055 -0.306 -1.827
H -2.117 1.262 1.120
H 0.076 1.735 -1.050
H 0.105 -2.092 -0.160
H -2.407 0.192 -1.800
```

Computed properties:
- Total charge: +1
- HOMO level: -13.87 eV

Below is C7H17AuN4S as an isolated structure, with properties calculated with wB97M-V/def2-TZVPD.

Structure (XYZ):
```
30
Properties=species:S:1:pos:R:3
C -0.669 1.112 -2.151
H 2.386 2.584 -2.104
H 2.557 0.171 -2.566
H 0.801 3.355 -2.072
H -1.371 -4.673 2.674
S -0.422 -2.268 1.948
H 1.027 -1.167 -0.482
H 1.078 -0.771 -2.785
H -1.169 -0.148 -0.433
H -1.217 2.016 -2.407
H -1.325 1.582 -0.125
H 2.454 -0.157 -0.260
N 0.766 1.296 -2.530
H 0.632 2.920 0.219
C 1.241 2.164 -0.274
C 1.530 0.046 -2.227
C -0.723 0.827 -0.629
C -1.600 -2.718 3.130
H 2.226 2.179 0.190
C 1.458 -0.191 -0.699
H -2.931 -2.118 4.561
C 1.351 2.459 -1.791
H 0.820 1.484 -3.531
Au 0.270 -0.049 2.345
N 0.631 0.843 -0.055
H -2.561 -4.363 3.882
N -2.221 -1.839 3.900
H -2.060 -0.856 3.778
N -1.884 -4.005 3.226
H -1.073 0.284 -2.730
```

Computed properties:
- Total charge: +2
- HOMO level: -15.58 eV

Below is a 2-piece molecular cluster, C7H17BO2 overall at a distorted geometry, with properties calculated with wB97M-V/def2-TZVPD.

Structure (XYZ):
```
27
Properties=species:S:1:pos:R:3
H -1.145 -1.286 -3.353
C 1.719 1.871 0.704
C 1.335 0.473 0.849
H -0.166 -0.499 -1.438
H -2.042 0.046 -2.875
H -2.699 -1.436 -2.373
H -0.226 -3.015 -1.511
H -0.056 -2.339 0.059
C 2.147 -0.277 1.831
C -1.860 -0.970 -2.587
H 1.481 2.433 1.611
H 2.210 0.266 2.691
H -1.369 2.816 0.849
C -0.753 -2.461 -0.710
H 1.228 2.429 -0.073
C -1.280 0.546 0.618
H -1.701 1.809 2.577
H 1.794 -1.278 1.991
H -1.755 -3.008 -0.522
H 1.257 -0.137 -0.066
O -1.759 -0.292 -0.216
H 0.140 1.477 -1.587
O -0.128 0.621 1.365
B -1.297 1.793 1.412
H 3.207 -0.419 1.408
C -1.053 -1.092 -1.236
H 2.770 1.930 0.588
```

Computed properties:
- Total charge: 0
- HOMO level (spin up / spin down): -6.15 / -6.29 eV

Below is one molecule with the formula C7H17ClNOPS at a distorted geometry, with properties calculated with wB97M-V/def2-TZVPD.

Structure (XYZ):
```
29
Properties=species:S:1:pos:R:3
H -3.758 1.483 0.468
Cl 3.107 1.918 -0.982
P 2.077 2.070 0.697
H 1.059 -0.709 -0.141
C -3.026 0.607 0.581
C -0.873 1.786 0.483
C 3.719 -1.616 -1.176
H -4.399 -0.959 0.929
H -4.274 -0.779 -0.764
H 1.121 -1.510 1.355
C 1.872 -1.106 0.599
H -0.838 1.564 1.559
H 4.612 -1.140 -0.790
H 3.357 -2.825 0.639
H -2.530 3.165 0.582
H -1.094 3.786 1.482
H -2.865 -1.468 0.268
O 0.500 1.638 0.062
S 2.717 0.184 1.529
H -1.064 3.804 -0.318
H 2.080 -2.949 -0.600
H 3.059 -1.140 -1.986
C -3.681 -0.686 0.146
C 2.763 -2.147 -0.047
N -1.934 1.042 -0.297
C -1.379 3.309 0.552
H -2.713 0.627 1.649
H 4.110 -2.606 -1.751
H -1.383 0.246 -0.544
```

Computed properties:
- Structure (SMILES): CCCSP(Cl)O[C@@H](C)NCC
- Total charge: 0
- HOMO level: -9.03 eV

Below is one molecule with the formula C7H17N at a distorted geometry, with properties calculated with wB97M-V/def2-TZVPD.

Structure (XYZ):
```
25
Properties=species:S:1:pos:R:3
H 2.631 0.254 -0.447
C -0.143 0.161 -0.049
H -3.338 -0.762 -0.732
H 3.344 0.139 2.148
H -1.097 -0.658 -2.132
C 2.287 0.897 0.368
C 1.068 0.155 0.905
H -3.333 -2.469 -1.051
H 1.922 1.811 -0.106
H -3.236 -1.319 -2.446
H 2.964 1.832 2.138
H -0.926 -2.259 -1.926
H 1.331 -0.906 0.919
H 0.802 0.408 1.935
C 3.304 1.016 1.501
H -2.207 0.902 -0.053
C -1.429 -1.424 -1.422
H 4.305 1.172 1.101
N -0.713 -1.174 -0.160
H -1.046 2.127 -0.320
H -1.303 1.348 1.341
C -2.952 -1.522 -1.415
H -1.311 -1.403 0.623
H 0.289 0.440 -0.979
C -1.214 1.235 0.258
```

Computed properties:
- Structure (SMILES): CCC[C@H](C)NCC
- Total charge: 0
- HOMO level: -8.40 eV

Below is C7H17N as an isolated structure at a distorted geometry, with properties calculated with wB97M-V/def2-TZVPD.

Structure (XYZ):
```
25
Properties=species:S:1:pos:R:3
H -1.772 1.054 -1.434
H 3.448 0.597 0.687
C -1.973 0.225 -0.669
H -0.965 -2.171 0.795
N -0.029 1.268 0.612
H -2.804 0.575 -0.088
C 2.796 -0.083 0.102
C -0.716 0.028 0.225
C 1.816 0.601 -0.984
H 2.100 -0.620 0.874
H -2.526 -1.899 -0.995
C -0.963 -1.178 1.171
H 0.469 0.925 -1.521
H -0.183 -0.991 1.955
H 2.444 0.917 -1.726
C -2.628 -1.026 -1.535
H -2.100 -1.124 -2.513
H 0.123 -0.340 -0.350
H -3.723 -0.794 -1.660
H 1.859 0.735 3.691
H 1.933 0.941 2.934
H -1.872 -0.930 1.670
H 0.987 2.605 -0.480
H 3.473 -0.857 -0.303
C 0.807 1.539 -0.458
```

Computed properties:
- Total charge: 0
- HOMO level: -7.49 eV

Below is a 2-piece molecular cluster, C7H17N overall at a distorted geometry, with properties calculated with wB97M-V/def2-TZVPD.

Structure (XYZ):
```
25
Properties=species:S:1:pos:R:3
H -2.316 0.864 1.907
H 0.949 -1.847 0.670
H -2.438 3.875 -0.453
C -1.401 0.396 1.549
H 3.238 -0.677 -1.045
H -1.128 -2.166 0.290
N 0.406 1.262 -0.461
H -2.457 0.464 -0.424
C -0.393 0.244 -0.722
C -1.637 -0.069 0.088
H -0.525 0.037 -1.795
H -0.595 1.125 1.637
H -2.760 -1.897 0.661
H -2.969 4.391 -0.427
C 1.552 -0.955 0.854
C 1.563 0.301 -0.073
H 2.562 -1.369 0.864
H -2.292 -1.923 -0.992
H 1.364 -0.795 1.915
H 1.764 -0.690 -2.056
C -1.975 -1.565 -0.025
H 2.704 0.851 -1.808
C 2.381 -0.097 -1.385
H 2.161 0.925 0.587
H -1.089 -0.482 2.116
```

Computed properties:
- Total charge: +1
- HOMO level (spin up / spin down): -15.31 / -16.21 eV
- Multiplicity: 2